--- P ---
8
Properties=species:S:1:pos:R:3 method="wB97M-V/def2-TZVPD" multiplicity=1 gap_ev=7.1943 lumo_ha=0.1499 charge=-1
S -1.0318 0.3066 1.3391
O 0.3236 -2.2947 0.9260
N 0.1836 1.1681 -0.7645
N 0.3294 0.6185 0.3155
C 0.2856 2.0855 -1.5470
H -0.4149 -2.4191 1.6079
H 0.2832 1.8284 -2.5759
H 0.0412 -1.2933 0.6989



--- Q ---
8
Properties=species:S:1:pos:R:3 method="wB97M-V/def2-TZVPD" multiplicity=1 gap_ev=7.6287 lumo_ha=0.1526 charge=-1
S -2.8017 0.3717 0.0178
O -0.8999 -1.7564 0.2324
N -1.2321 -0.0808 0.0351
N -0.3279 0.7583 0.0064
C 1.0550 0.2203 -0.0705
H 1.4801 1.0871 -0.6178
H 1.1868 -0.6530 -0.5741
H 1.5396 0.0528 0.9706



--- R ---
8
Properties=species:S:1:pos:R:3 method="wB97M-V/def2-TZVPD" multiplicity=1 gap_ev=7.3396 lumo_ha=0.1542 charge=-1
S 2.8590 0.4105 -0.0106
O 1.0182 -1.3577 -0.3137
N 0.2896 0.7616 -0.1649
N 1.1914 -0.1420 -0.1961
C -1.0035 0.1865 0.0787
H -1.8970 0.9980 -0.0421
H -1.3100 -0.7164 -0.4150
H -1.1477 -0.1405 1.0638



The structure with the greatest stability is R.



--- P ---
7
Properties=species:S:1:pos:R:3 method="wB97M-V/def2-TZVPD" multiplicity=1 gap_ev=10.8240 lumo_ha=0.0151
Cl 2.2906 -0.2843 -0.1141
O -1.4434 0.1837 -0.1306
N -1.1742 -1.1140 -0.1442
N 0.0423 -1.3693 0.0795
C 0.6687 -0.1629 0.1520
C -0.1815 0.8102 -0.0457
H -0.2025 1.9366 0.2031



--- Q ---
7
Properties=species:S:1:pos:R:3 method="wB97M-V/def2-TZVPD" multiplicity=1 gap_ev=11.1055 lumo_ha=-0.0174
Cl 2.4759 0.7158 0.1106
O 1.1624 -1.5348 -0.1770
N -2.6735 -0.4037 0.1380
N -0.0497 0.4270 -0.0460
C 0.9687 -0.3938 -0.0992
C -1.5422 -0.2739 0.0792
H -0.3415 1.4633 -0.0056



The structure with the greatest stability is Q.



--- P ---
45
Properties=species:S:1:pos:R:3 method="wB97M-V/def2-TZVPD" multiplicity=1 gap_ev=8.7247 lumo_ha=0.0253
O 3.3695 -1.4085 -3.4800
O 0.0736 2.0715 2.2239
O 0.6288 -2.5837 2.3842
O -2.8135 -1.2949 1.2609
N -1.3398 0.2855 2.0142
N 1.5160 -0.5990 1.6899
C -1.2235 -0.2409 3.3615
C -0.6586 1.3866 1.5515
C 2.9832 -0.0446 -1.6209
C -1.8498 2.8214 -0.1825
C -2.1146 -0.3435 1.0489
C -3.2268 2.3307 0.2793
C -3.2337 1.1369 -0.6832
C -2.8781 1.8330 -1.9743
C -1.9314 0.4074 -0.2497
C 3.3308 -2.6639 -4.1139
C 1.9847 -0.8860 0.4013
C 2.8977 -1.3100 -2.2050
C 2.5332 0.1635 -0.3368
C 2.3511 -2.3547 -1.4691
C -0.9821 1.5597 0.0857
C 0.2241 -0.6200 3.7111
C -2.0581 2.8328 -1.6776
C 1.8990 -2.1449 -0.1773
C 0.8187 -1.3998 2.5424
H -3.2070 1.5049 -2.9422
H -0.0584 1.5822 -0.4946
H -4.1106 0.4964 -0.6927
H -3.2731 2.0542 1.3317
H 1.4755 -2.9609 0.3835
H 2.3042 -3.0287 -4.2227
H -4.0167 3.0461 0.0584
H 3.7632 -2.5084 -5.1010
H 2.2698 -3.3455 -1.8863
H 0.8043 0.2782 3.9204
H -1.8631 -1.1269 3.3889
H 3.9249 -3.4066 -3.5719
H -1.5773 -0.2760 -1.0222
H 2.6069 1.1472 0.1063
H 3.4098 0.7606 -2.1975
H 1.6482 0.3644 1.9694
H -1.5929 0.5034 4.0728
H 0.2083 -1.2570 4.5948
H -1.4552 3.7281 0.2671
H -1.5613 3.5098 -2.3467



--- Q ---
45
Properties=species:S:1:pos:R:3 method="wB97M-V/def2-TZVPD" multiplicity=1 gap_ev=7.7682 lumo_ha=-0.0321
O 0.3715 -0.0831 -2.9320
O -0.9372 1.3527 -2.8876
O 0.4580 3.7754 -1.0540
O 1.6243 0.5418 5.3767
N 1.1379 1.5171 -0.9966
N 3.7643 -0.7554 4.4925
C -0.8947 -1.7209 -0.2115
C -0.4720 -1.4088 1.1060
C -2.1189 0.2780 -0.1313
C 1.1434 2.2203 1.4662
C 2.4105 0.1387 4.3918
C 2.1955 0.6658 2.9548
C -1.6572 -0.7985 -0.8612
C -1.7144 -0.6210 -2.5132
C -0.6889 0.2412 -2.7929
C -3.1147 -2.9090 -2.4367
C 0.6325 2.5240 -1.4355
C 2.5508 -0.3654 1.7597
C 0.1131 2.3231 -2.9280
C -2.0218 0.3860 1.2500
C 1.6693 1.2564 0.2536
C 1.5110 1.9065 2.5913
C -1.0324 -0.3815 1.8270
C -1.9924 -2.0879 -3.1533
C 2.1682 0.1477 0.6373
H 0.7590 1.8603 -3.4718
H -2.8117 -2.9487 -1.3549
H -1.0463 -2.6702 -3.0144
H 3.0228 -1.1527 2.2053
H -2.9921 -3.8586 -2.8281
H 3.9655 -0.5538 5.4067
H 0.6194 3.1297 1.2792
H -2.0840 -1.9421 -4.1585
H 1.1460 2.1950 3.5022
H 1.3362 0.8774 -1.6805
H -3.9093 -2.5562 -2.4924
H -0.4143 3.3296 -3.3977
H -2.5029 1.1432 2.0171
H -0.9152 -0.4318 2.9509
H -0.0447 -2.0556 1.6770
H 2.6234 -0.5521 -0.2765
H 4.2919 -0.6248 3.7440
H -2.9485 -0.0783 -2.3513
H -0.1548 -2.4151 -0.9324
H -3.0460 1.1616 -0.5970



The structure with the greatest stability is P.



--- P ---
8
Properties=species:S:1:pos:R:3 method="wB97M-V/def2-TZVPD" multiplicity=1 gap_ev=8.7577 lumo_ha=0.0038
P -0.1610 -0.4057 -0.1906
O -1.0400 -1.5597 0.4878
N -0.7198 -0.3348 -1.6249
C 0.5392 0.6545 1.0132
H 0.9705 1.5488 0.4382
H -0.5245 0.3161 -2.3837
H -1.6059 -1.8608 -0.2825
H 1.0476 0.4177 1.9127



--- Q ---
8
Properties=species:S:1:pos:R:3 method="wB97M-V/def2-TZVPD" multiplicity=1 gap_ev=9.3288 lumo_ha=0.0075
P -0.0086 1.0775 0.1315
O -2.3350 -0.3194 -0.2648
N 1.2628 0.1219 -0.5130
C -1.2350 -0.3312 0.1876
H 1.8891 0.6327 -1.0635
H 0.9285 -0.6061 -1.2618
H 0.2011 0.6118 1.9410
H -0.7029 -1.1872 0.8429



The structure with the greatest stability is P.



--- P ---
8
Properties=species:S:1:pos:R:3 method="wB97M-V/def2-TZVPD" multiplicity=1 gap_ev="8.9544 / 8.9552" lumo_ha="-0.0050 / -0.0050"
P 0.2735 -1.4037 0.2678
O 1.8529 -0.2286 -0.7541
N -1.0293 -0.7807 -0.5562
C 1.2955 0.1497 0.4388
H 2.0462 0.0755 1.3026
H -1.4265 -1.2293 -1.3643
H 0.7614 1.1801 0.5166
H -1.1417 0.1526 -0.5119



--- Q ---
8
Properties=species:S:1:pos:R:3 method="wB97M-V/def2-TZVPD" multiplicity=1 gap_ev="7.5327 / 7.4336" lumo_ha="-0.0546 / -0.0549"
P 2.4583 -0.1689 0.0065
O 3.7296 -1.5931 -0.9518
N 1.0420 -1.0733 0.0147
C -0.3220 -0.5853 0.1343
H 0.9974 -1.8299 -0.5958
H -0.4524 0.2204 0.9495
H -0.8568 -1.4558 0.3985
H -0.7179 -0.2364 -0.8583



--- R ---
8
Properties=species:S:1:pos:R:3 method="wB97M-V/def2-TZVPD" multiplicity=1 gap_ev="8.4668 / 8.2473" lumo_ha="-0.0437 / -0.0249"
P 1.9447 0.4483 -0.2752
O -1.9097 1.1508 -0.4582
N -1.0947 0.2638 -0.2758
C -1.0267 -0.9661 -0.0660
H -1.8176 -1.7117 -0.3754
H -0.1026 -1.3810 0.1364
H 2.2305 0.3890 1.1697
H 1.7762 1.8069 0.1445



The structure with the greatest stability is P.



--- P ---
8
Properties=species:S:1:pos:R:3 method="wB97M-V/def2-TZVPD" multiplicity=1 gap_ev="8.8793 / 9.6350" lumo_ha="-0.0169 / -0.0201"
F -1.8384 0.5131 -0.2361
F 1.7710 0.7678 0.0350
N 0.0091 -0.8134 0.5409
C 0.5752 0.5538 0.5647
C -0.5367 0.0847 -0.3291
H 0.3346 -1.8687 0.3497
H 0.4487 1.0748 1.5293
H -0.7634 -0.3120 -2.4544



--- Q ---
8
Properties=species:S:1:pos:R:3 method="wB97M-V/def2-TZVPD" multiplicity=1 gap_ev="9.3014 / 8.2746" lumo_ha="0.0136 / -0.0177"
F 1.1144 0.4772 -1.4014
F -2.0149 -0.6788 -1.0853
N 1.7523 -0.0573 0.8772
C 1.0813 0.2288 -0.0961
C -1.8429 -0.0580 0.0648
H 2.7725 -0.4889 0.8772
H -1.0445 -0.4057 0.7660
H -1.8182 0.9827 -0.0025



The structure with the greatest stability is Q.



--- P ---
18
Properties=species:S:1:pos:R:3 method="wB97M-V/def2-TZVPD" multiplicity=1 gap_ev="5.5203 / 7.0500" lumo_ha="-0.0593 / -0.0333"
Si 0.0135 3.1398 0.2822
Si -2.1112 0.3762 -0.9638
Si 0.5963 1.1965 1.1876
Si -0.2253 -0.6867 -0.1591
C -0.2926 -2.1504 1.1372
C 1.2258 -1.1774 -1.2809
H 0.4095 -2.9446 0.7549
H -3.5154 -0.3499 -0.6561
H 0.6885 1.2032 2.7163
H -1.2629 -2.5480 1.1705
H -0.3552 4.4675 0.9690
H 0.0433 -1.9824 2.2184
H -2.0727 0.1617 -2.5672
H 2.0557 1.3129 0.8514
H 0.7854 -1.1020 -2.2772
H 0.3220 3.4903 -1.1422
H 1.9942 -0.2680 -1.2150
H 1.7008 -2.1387 -1.0260



--- Q ---
18
Properties=species:S:1:pos:R:3 method="wB97M-V/def2-TZVPD" multiplicity=1 gap_ev=7.1708 lumo_ha=-0.0090
Si -0.4644 0.6364 -1.9997
Si 0.5137 -0.1870 0.0533
Si -2.7014 0.8995 0.0828
Si -1.1567 0.0357 1.6160
C 0.9481 -2.0385 -0.2499
C 2.1355 0.8128 0.4244
H 2.9207 0.5850 -0.3270
H -1.1319 0.9115 2.8692
H -3.9422 0.7789 -0.7402
H -1.9232 -1.1060 2.3183
H -0.9744 -0.4470 -2.9253
H 0.5555 1.5423 -2.5822
H -2.8004 2.3040 0.5079
H 1.9033 -2.0439 -0.8625
H 1.1751 -2.2964 0.8016
H 2.0978 1.9171 0.3934
H 0.3925 -2.8213 -0.8097
H 2.4526 0.5169 1.4297



The structure with the greatest stability is Q.